#P
Here is C5H12N2 as an isolated structure from OMol25. Energies are from ωB97M-V/def2-TZVPD.

Cartesian coordinates (Å):
1 C -0.110 -0.895 0.427
2 C 0.623 -1.023 1.696
3 C 1.754 1.695 -2.774
4 C -1.194 -1.910 0.787
5 C -1.535 0.377 2.142
6 N 1.449 0.648 -2.365
7 N -0.795 -0.843 1.713
8 H 1.144 -2.002 1.918
9 H 1.205 -0.235 2.113
10 H 2.552 2.442 -2.532
11 H 1.059 2.323 -3.850
12 H 1.075 2.720 -4.567
13 H -0.002 -0.032 -0.185
14 H -0.857 -2.845 1.093
15 H -2.184 -1.825 0.303
16 H -0.976 1.263 1.904
17 H -2.547 0.265 1.584
18 H -1.810 0.148 3.134
19 H 1.147 -0.272 -2.541

Output
Charge ... +2
HOMO-LUMO gap ... 0.3473 hartree
Lowest unoccupied orbital energy ... -9.61 eV

---

#Q
Here is an isolated ion of composition C5H12N2 and charge +2 from OMol25. Energies are from ωB97M-V/def2-TZVPD.

Cartesian coordinates (Å):
1 C 1.873 0.847 -1.248
2 C 0.430 0.413 -1.729
3 C -0.201 -0.475 -0.688
4 C -1.080 0.027 0.373
5 N -1.446 -0.622 1.399
6 C -2.525 -0.098 2.262
7 N 2.451 -0.260 -0.380
8 H 1.787 1.653 -0.570
9 H 2.564 1.071 -2.054
10 H 0.550 -0.165 -2.687
11 H -0.174 1.333 -1.957
12 H -0.400 -1.479 -0.947
13 H -1.477 1.088 0.326
14 H -3.439 -0.672 2.081
15 H -2.153 -0.209 3.321
16 H -2.792 0.985 2.090
17 H 2.842 -1.061 -0.964
18 H 1.542 -0.681 0.131
19 H 3.127 0.021 0.273

Output
Charge ... +2
HOMO-LUMO gap ... 0.2533 hartree
Lowest unoccupied orbital energy ... -12.33 eV

---

Quick one: least stable of them? #P

---

#P
Here is one molecule with the formula CH4BrP from OMol25. Energies are from ωB97M-V/def2-TZVPD.

Cartesian coordinates (Å):
1 C 0.636 -0.197 -0.344
2 P -0.669 1.042 0.073
3 Br -2.379 -0.261 0.190
4 H 0.522 -0.753 -1.375
5 H 0.728 -1.099 0.415
6 H 1.657 0.176 -0.595
7 H -0.493 1.091 1.635

Output
HOMO-LUMO gap ... 0.3681 hartree
Lowest unoccupied orbital energy ... 0.80 eV

---

#Q
Here is one molecule with the formula CH4BrP from OMol25. Energies are from ωB97M-V/def2-TZVPD.

Cartesian coordinates (Å):
1 P -0.633 -1.068 -0.204
2 C 0.281 0.496 -0.332
3 Br 2.419 0.104 0.220
4 H -0.626 -1.040 1.092
5 H -1.996 -0.559 0.141
6 H 0.515 0.942 -1.377
7 H 0.040 1.125 0.460

Output
HOMO-LUMO gap ... 0.3635 hartree
Lowest unoccupied orbital energy ... -0.36 eV

---

Quick one: least stable of them? #Q

---

#P
Here is C17H12BrIMnNO7S3 as an isolated structure from OMol25. Energies are from ωB97M-V/def2-TZVPD.

Cartesian coordinates (Å):
1 Mn -0.440 0.647 -0.641
2 O 3.761 0.436 -1.041
3 S 2.527 0.947 -1.578
4 O 2.278 0.713 -2.972
5 O 1.386 0.482 -0.711
6 C 2.648 2.737 -1.403
7 C 3.924 3.235 -1.186
8 C 4.151 4.603 -1.224
9 C 3.108 5.476 -1.495
10 C 1.825 4.986 -1.678
11 C 1.592 3.622 -1.628
12 S -0.100 3.078 -1.479
13 O -0.337 1.912 -2.337
14 O -0.939 4.210 -1.768
15 O -0.139 2.641 -0.067
16 H 4.716 2.526 -0.996
17 H 5.147 4.987 -1.045
18 H 3.292 6.542 -1.539
19 H 0.983 5.644 -1.843
20 O -2.298 0.946 -0.389
21 N -3.013 0.712 0.705
22 C -4.351 0.695 0.530
23 C -5.207 0.535 1.578
24 C -4.667 0.376 2.863
25 C -3.309 0.362 3.020
26 C -2.423 0.506 1.925
27 S -0.747 0.413 2.101
28 H -4.663 0.827 -0.495
29 H -6.273 0.521 1.404
30 H -5.318 0.263 3.720
31 H -2.849 0.223 3.987
32 Br -1.861 -5.583 -1.622
33 C -0.446 -5.607 -0.349
34 C 0.080 -6.825 0.070
35 C 1.108 -6.822 1.002
36 C 1.607 -5.629 1.513
37 C 1.074 -4.416 1.086
38 C 0.059 -4.449 0.165
39 I -0.949 -1.852 -0.889
40 H -0.314 -7.749 -0.331
41 H 1.524 -7.765 1.334
42 H 2.409 -5.640 2.240
43 H 1.445 -3.469 1.462

Output
Charge ... -1
<S²> ... 8.890
HOMO-LUMO gap (alpha / beta) ... 0.2375 / 0.2577 hartree
Spin multiplicity ... 6
Lowest unoccupied orbital energy (alpha / beta) ... 1.27 / 1.82 eV

---

#Q
Here is C17H12BrIMnNO7S3 as an isolated structure from OMol25. Energies are from ωB97M-V/def2-TZVPD.

Cartesian coordinates (Å):
1 Mn -0.645 -0.224 -1.233
2 O 3.618 -0.393 -0.886
3 S 2.461 0.004 -1.646
4 O 2.297 -0.601 -2.936
5 O 1.241 -0.081 -0.771
6 C 2.569 1.787 -1.876
7 C 3.813 2.352 -1.635
8 C 4.003 3.722 -1.729
9 C 2.941 4.544 -2.058
10 C 1.693 3.994 -2.308
11 C 1.492 2.622 -2.226
12 S -0.214 2.117 -2.504
13 O -0.201 0.717 -3.010
14 O -0.768 3.069 -3.421
15 O -0.819 2.070 -1.160
16 H 4.623 1.691 -1.355
17 H 4.981 4.145 -1.536
18 H 3.078 5.617 -2.121
19 H 0.856 4.621 -2.583
20 O -2.465 -0.585 -1.813
21 N -3.104 -1.729 -1.573
22 C -4.440 -1.638 -1.389
23 C -5.199 -2.752 -1.195
24 C -4.550 -4.000 -1.185
25 C -3.200 -4.067 -1.365
26 C -2.406 -2.905 -1.562
27 S -0.731 -2.905 -1.732
28 H -4.816 -0.627 -1.414
29 H -6.265 -2.655 -1.054
30 H -5.120 -4.906 -1.022
31 H -2.673 -5.010 -1.351
32 Br -2.469 -0.406 4.919
33 C -0.586 -0.553 4.716
34 C 0.221 -0.583 5.849
35 C 1.596 -0.696 5.693
36 C 2.165 -0.777 4.427
37 C 1.358 -0.746 3.295
38 C 0.001 -0.633 3.484
39 I -1.356 -0.698 1.246
40 H -0.224 -0.519 6.833
41 H 2.228 -0.719 6.572
42 H 3.238 -0.864 4.318
43 H 1.777 -0.801 2.297

Output
Charge ... -1
<S²> ... 8.847
HOMO-LUMO gap (alpha / beta) ... 0.2112 / 0.2383 hartree
Spin multiplicity ... 6
Lowest unoccupied orbital energy (alpha / beta) ... 0.84 / 1.20 eV

---

Quick one: least stable of them? #P

---

#P
Here is one molecule with the formula C17H23NO2 from OMol25. Energies are from ωB97M-V/def2-TZVPD.

Cartesian coordinates (Å):
1 C -4.398 -0.336 0.289
2 C -3.030 -0.911 0.083
3 C -2.075 -0.840 1.088
4 C -0.805 -1.366 0.924
5 C -0.478 -2.010 -0.261
6 O 0.726 -2.612 -0.528
7 C 1.721 -2.594 0.469
8 C 2.430 -1.237 0.590
9 O 2.899 -0.836 1.634
10 N 2.511 -0.598 -0.587
11 C 3.130 0.692 -0.775
12 C 2.156 1.696 -1.390
13 C 0.938 2.022 -0.557
14 C 0.901 1.936 0.765
15 C -0.273 2.340 1.603
16 C -1.278 3.174 0.818
17 C -1.523 2.526 -0.538
18 C -0.234 2.537 -1.352
19 C -1.426 -2.084 -1.280
20 C -2.680 -1.536 -1.108
21 H -4.337 0.645 0.757
22 H -4.983 -0.983 0.944
23 H -4.926 -0.241 -0.656
24 H -2.330 -0.361 2.023
25 H -0.084 -1.260 1.720
26 H 2.465 -3.332 0.150
27 H 1.335 -2.897 1.448
28 H 2.038 -1.009 -1.379
29 H 3.488 1.022 0.200
30 H 3.994 0.580 -1.441
31 H 2.703 2.623 -1.587
32 H 1.827 1.308 -2.359
33 H 1.739 1.549 1.323
34 H -0.757 1.436 1.982
35 H 0.086 2.898 2.472
36 H -0.882 4.181 0.668
37 H -2.213 3.260 1.376
38 H -1.846 1.493 -0.391
39 H -2.309 3.055 -1.081
40 H -0.014 3.557 -1.686
41 H -0.363 1.926 -2.250
42 H -1.158 -2.583 -2.199
43 H -3.400 -1.599 -1.911

Output
HOMO-LUMO gap ... 0.3407 hartree
Lowest unoccupied orbital energy ... 0.81 eV

---

#Q
Here is a 2-piece molecular cluster, C17H23NO2 overall from OMol25. Energies are from ωB97M-V/def2-TZVPD.

Cartesian coordinates (Å):
1 C 1.511 5.287 5.646
2 H 2.416 4.493 5.687
3 O 1.398 5.513 4.320
4 C 1.144 4.714 3.358
5 C 1.123 5.240 1.955
6 C 0.617 4.427 1.057
7 C 0.377 3.138 1.291
8 C 0.794 2.481 2.692
9 C 1.082 3.388 3.735
10 H 1.125 2.993 4.619
11 H 0.529 1.400 3.086
12 C 0.261 2.068 0.394
13 C 0.127 0.796 0.130
14 C -0.426 -0.048 -0.888
15 O -0.393 0.526 -2.030
16 N -0.626 -1.222 -0.753
17 H -0.402 -1.652 -0.006
18 C -0.942 -2.154 -1.856
19 C -2.177 -3.117 -1.464
20 C -2.438 -4.266 -2.176
21 C -1.533 -4.193 -3.554
22 C -0.264 -3.950 -3.257
23 C 0.156 -3.299 -2.024
24 C 1.425 -2.504 -2.193
25 H 2.541 -3.456 -2.423
26 H 1.524 -1.866 -3.044
27 H 1.942 -2.030 -1.480
28 H 0.273 -4.079 -1.163
29 H 0.203 -3.388 -4.246
30 H 0.298 -4.995 -3.411
31 H -2.019 -3.445 -4.046
32 H -1.696 -5.103 -4.163
33 H -3.409 -4.590 -2.339
34 H -1.809 -5.011 -1.732
35 H -3.017 -2.242 -1.784
36 H -2.324 -3.265 -0.275
37 H -0.851 -1.670 -2.716
38 H -0.168 0.226 1.198
39 H 0.011 2.535 -0.671
40 H 0.411 4.734 0.259
41 H 0.903 6.282 1.798
42 H 1.607 6.351 6.358
43 H 0.695 4.955 6.113

Output
HOMO-LUMO gap ... 0.2863 hartree
Lowest unoccupied orbital energy ... 0.06 eV

---

Quick one: least stable of them? #Q